# 1
C9H10N | the ωB97M-V functional and the def2-TZVPD basis

```
20
Properties=species:S:1:pos:R:3:lowdin_charge:R:1
C 0.83750 2.23382 0.98038 0.0272
N 0.38707 1.71285 -0.28713 -0.0206
C 1.21242 0.72885 -1.01422 -0.0525
C 0.29042 -0.40382 -0.68211 -0.1256
C -0.58425 0.41190 -0.05367 -0.0212
C -1.92451 0.01029 0.47194 0.0248
C -1.69263 -1.16178 1.02356 0.0209
C -1.21871 -2.36604 0.85639 -0.0750
C -0.65331 -2.69726 -0.43495 0.0225
C 0.22366 -1.79404 -1.01226 0.0341
H 1.76668 2.60844 0.80463 0.0844
H 0.38872 3.01532 1.42089 0.0853
H 0.96527 1.40647 1.58037 0.1030
H 0.07797 2.47996 -0.86306 0.1884
H 2.23474 0.80220 -0.65548 0.1412
H 1.57031 0.96486 -2.00222 0.1436
H -2.74996 0.67742 0.56419 0.1081
H -1.25220 -2.97329 1.76499 0.1304
H -0.76097 -3.66808 -0.67857 0.0812
H 0.88179 -1.98805 -1.78366 0.0997
```

Results
Total energy ... -10972.805 eV
E_HOMO ... -12.376 eV
Frontier orbital gap ... 8.54 eV
SMILES ... C[N@H+]1CC2=C1C=C=CC=C2
Energy relative to the best compared isomer or geometry (same formula, charge and spin) ... 124.0 kcal per mole
Total charge ... +1



# 2
C61H61AsBrClGaN3O5PSTe | the ωB97M-V functional and the def2-TZVPD basis

```
137
Properties=species:S:1:pos:R:3:lowdin_charge:R:1
Ga -0.52308 0.94089 -0.14636 0.1456
N -1.86532 3.67085 1.63407 0.1816
C -0.72482 3.19696 2.08784 -0.8028
N 0.17533 4.04715 2.58585 0.1375
S -0.36295 1.50644 2.20662 0.7997
H -1.98575 4.67048 1.55964 0.1327
H -2.53685 3.12065 1.08633 0.0406
H 0.08261 5.04215 2.45405 0.1231
H 1.08975 3.68129 2.78214 0.1012
C 3.71037 1.17337 -0.77391 -0.3648
C 4.91165 0.29751 -0.43399 -0.4492
As 6.59405 0.92664 -1.25664 1.2939
C 6.01566 0.65498 -3.10701 -0.4230
C 5.90979 1.76350 -3.94309 -0.1337
C 5.43579 1.62723 -5.24347 -0.0909
C 5.06761 0.37625 -5.71726 -0.0899
C 5.18568 -0.73845 -4.89464 -0.0879
C 5.65329 -0.59928 -3.59577 -0.1027
C 7.58454 -0.75124 -1.06454 -0.4273
C 8.71359 -0.92645 -1.86404 -0.1313
C 9.46191 -2.09093 -1.79125 -0.0889
C 9.09694 -3.09701 -0.90362 -0.0949
C 7.99533 -2.91899 -0.07995 -0.0878
C 7.24444 -1.75068 -0.15841 -0.1136
P 2.08302 0.34475 -0.38455 1.1125
C 2.37364 -0.38940 1.25713 -0.3704
C 2.99430 0.41728 2.21502 -0.1371
C 3.14153 -0.02054 3.52016 -0.0843
C 2.66129 -1.27302 3.88970 -0.0848
C 2.01613 -2.06523 2.95366 -0.0692
C 1.85806 -1.62612 1.64134 -0.0793
C 2.17113 -0.95147 -1.67849 -0.3447
C 1.82874 -0.48479 -2.95178 -0.1092
C 1.80158 -1.34059 -4.04041 -0.0888
C 2.10678 -2.68524 -3.86547 -0.0813
C 2.46759 -3.15315 -2.61170 -0.0634
C 2.51309 -2.28997 -1.52149 -0.0795
H 3.67508 1.35026 -1.85029 0.0676
H 3.74540 2.14474 -0.28169 0.0638
H 4.75349 -0.72008 -0.79188 0.0504
H 5.07096 0.24977 0.63940 0.0498
H 6.20084 2.73977 -3.57220 0.0880
H 5.36185 2.49604 -5.88691 0.1005
H 4.68825 0.26816 -6.72679 0.1017
H 4.91234 -1.71904 -5.26419 0.1020
H 5.74419 -1.47547 -2.96205 0.1047
H 9.00259 -0.14509 -2.55878 0.0986
H 10.33377 -2.21422 -2.42200 0.1014
H 9.67114 -4.01416 -0.85375 0.0999
H 7.71767 -3.68870 0.62971 0.1014
H 6.38982 -1.63198 0.49764 0.0895
H 3.35105 1.40445 1.93392 0.1070
H 3.63399 0.61228 4.24955 0.1034
H 2.78014 -1.62271 4.90939 0.1022
H 1.62134 -3.03426 3.23846 0.1081
H 1.30921 -2.24040 0.93525 0.0763
H 1.57797 0.56462 -3.08396 0.1159
H 1.52791 -0.96362 -5.01865 0.1077
H 2.06266 -3.36635 -4.70751 0.1064
H 2.70276 -4.20236 -2.47058 0.1089
H 2.80824 -2.67230 -0.55227 0.1043
C -2.97356 2.22988 -2.37160 -0.0227
C -3.07150 2.16631 -0.85879 -0.7503
O -3.78066 3.02872 -0.28122 -0.1150
N -2.44574 1.14876 -0.24124 -0.1030
Te -4.13125 0.57403 1.47741 1.7235
C -5.07504 0.43387 3.46034 -0.3421
C -4.64668 1.19891 4.54943 -0.3110
C -3.43822 2.10496 4.50152 -0.0801
C -5.36699 1.14432 5.74433 -0.0206
C -6.50162 0.36312 5.87761 -0.2676
C -7.27696 0.32194 7.16965 -0.0511
C -6.92402 -0.37340 4.77593 -0.0191
C -6.23832 -0.35330 3.56927 -0.2884
C -6.78039 -1.15913 2.41223 -0.0698
C -3.60383 -1.48405 1.43473 -0.3619
C -2.83682 -2.10717 2.42838 -0.2670
C -2.18706 -1.37300 3.57535 -0.0460
C -2.61901 -3.48144 2.33936 -0.0126
C -3.15155 -4.24833 1.32157 -0.2659
C -2.90534 -5.73037 1.24067 -0.0411
C -3.89934 -3.60850 0.34015 -0.0248
C -4.11307 -2.23987 0.35461 -0.3188
C -4.87375 -1.61975 -0.79495 -0.0759
H -3.34357 3.19183 -2.72268 0.0836
H -3.59193 1.43419 -2.79359 0.0825
H -1.94693 2.07892 -2.70128 0.0559
H -2.83906 1.91628 3.61421 -0.0192
H -2.80168 1.95245 5.37653 0.0884
H -3.74785 3.15373 4.48992 0.0887
H -5.02128 1.73459 6.58926 0.1179
H -6.76563 0.88233 7.95174 0.0717
H -7.40828 -0.70601 7.51276 0.0798
H -8.27161 0.75256 7.03509 0.0816
H -7.82192 -0.98005 4.85780 0.1181
H -7.71135 -1.65442 2.68854 0.0786
H -6.06673 -1.92045 2.09152 0.0672
H -6.97791 -0.51119 1.55491 0.0623
H -2.72713 -0.47110 3.83971 0.0291
H -1.16784 -1.08590 3.30759 0.0553
H -2.13138 -2.01263 4.45756 0.0882
H -2.00927 -3.96139 3.10139 0.1200
H -2.39373 -6.09623 2.13161 0.0750
H -2.27662 -5.95271 0.37278 0.0804
H -3.84449 -6.27570 1.12869 0.0806
H -4.31182 -4.19320 -0.47654 0.1203
H -5.11390 -2.37383 -1.54500 0.0794
H -4.26558 -0.84821 -1.26956 0.0580
H -5.80272 -1.15329 -0.46147 0.0556
Cl -1.28478 9.19834 -1.56928 0.6689
C -0.73464 7.56305 -1.39368 -0.6712
C 0.59974 7.32103 -1.09675 -0.0987
C 1.02500 6.01377 -0.91919 -0.0158
C 0.13195 4.95436 -1.04757 -0.1296
C -1.19332 5.21314 -1.37888 -0.0086
C -1.63415 6.51857 -1.54599 -0.0861
C 0.59877 3.55887 -0.71886 -0.5612
O 1.64843 3.41400 -0.10142 0.0113
O -0.20099 2.60901 -1.13478 -0.0873
H 1.29136 8.14929 -1.00479 0.1056
H 2.05724 5.79536 -0.67551 0.1194
H -1.88759 4.39019 -1.48852 0.0887
H -2.66789 6.72817 -1.79267 0.1108
Br -1.79701 0.18333 -5.65102 0.7375
C -1.78009 -1.28947 -4.45250 -0.6677
C -2.21907 -2.52553 -4.89599 -0.1216
C -2.16290 -3.60650 -4.02583 -0.0615
C -1.66294 -3.44800 -2.74271 -0.0127
C -1.23429 -2.20107 -2.30875 -0.1102
C -1.29912 -1.11153 -3.16832 -0.0852
C -0.63831 -2.08387 -0.93000 -0.5241
O -0.30590 -3.08113 -0.32227 0.0788
O -0.40509 -0.87757 -0.48930 -0.1019
H -2.58383 -2.64176 -5.90775 0.0998
H -2.50132 -4.57991 -4.36111 0.1068
H -1.59092 -4.28450 -2.06181 0.1159
H -0.95659 -0.14196 -2.84648 0.0853
```

Results
Total energy ... -302155.609 eV
2S+1 ... 2
<S²> ... 0.76
E_HOMO (spin up / spin down) ... -7.500 / -7.750 eV
Frontier orbital gap (spin up / spin down) ... 7.67 / 6.53 eV
Energy relative to the best compared isomer or geometry (same formula, charge and spin) ... 0.0 kcal per mole
Total charge ... 0



# 3
C18H42N6O6 | the ωB97M-V functional and the def2-TZVPD basis

```
72
Properties=species:S:1:pos:R:3:lowdin_charge:R:1
C -2.60311 -4.20698 1.01445 -0.0903
N -3.50356 -3.57588 1.94269 0.0084
C -4.81309 -3.35315 1.67447 -0.5591
C -5.59271 -2.68348 2.78543 -0.0158
O -5.37099 -3.67177 0.63600 0.0462
H -1.80008 -4.74635 1.53945 0.0825
H -2.00837 -3.48445 0.45263 0.0475
H -2.92941 -5.00057 0.34557 0.0900
H -3.17289 -3.50979 2.88693 0.1275
H -5.03495 -1.99271 3.42134 0.0705
H -6.03897 -3.44552 3.42680 0.0827
H -6.39187 -2.10365 2.32765 0.0798
C -1.03626 1.97189 2.67352 -0.0624
N -0.79412 1.93571 4.10594 0.0033
C -1.79067 2.03635 4.99872 -0.5467
C -1.40198 2.12783 6.47098 -0.0152
O -2.98691 2.15697 4.73786 0.0333
H -1.28222 0.98148 2.28473 0.0726
H -0.11360 2.22029 2.14805 0.0800
H -1.78269 2.73303 2.47739 0.0944
H 0.02665 1.49864 4.49532 0.1354
H -0.87715 1.26047 6.89607 0.0754
H -2.20363 2.33439 7.16808 0.0768
H -0.62521 2.89725 6.57320 0.0790
C 9.90381 4.01297 -3.73183 -0.0909
N 9.18769 2.80832 -3.44370 -0.0026
C 7.84663 2.82890 -3.24329 -0.5452
C 7.09608 1.50567 -3.22830 -0.0059
O 7.19918 3.86113 -3.37105 0.0353
H 9.83358 4.84134 -3.03052 0.0877
H 9.62565 4.38833 -4.72003 0.0891
H 10.97351 3.82101 -3.84449 0.0830
H 9.58226 1.89363 -3.30252 0.1294
H 6.21628 1.56084 -2.59284 0.0634
H 7.69871 0.68395 -2.82691 0.0710
H 6.78512 1.24160 -4.23637 0.0865
C -1.42628 -1.00332 -3.09195 -0.0538
N -0.40147 -2.02981 -3.26226 0.0030
C -0.34885 -3.23591 -2.62843 -0.5534
C 0.79769 -4.13704 -3.03901 -0.0026
O -1.20507 -3.58565 -1.83082 0.0324
H -0.99120 -0.05772 -2.77430 0.0680
H -2.18343 -1.28595 -2.36587 0.0754
H -1.89440 -0.92223 -4.07274 0.0880
H 0.04815 -2.06026 -4.16407 0.1241
H 0.50915 -4.98815 -3.65218 0.0847
H 1.21637 -4.52518 -2.11073 0.0830
H 1.56108 -3.58110 -3.58508 0.0715
C 2.91188 0.90712 -1.43306 -0.0611
N 2.14796 -0.03839 -0.62664 0.0075
C 0.84334 0.07489 -0.30539 -0.5592
C 0.25456 -1.17214 0.31545 -0.0038
O 0.13664 1.03818 -0.54500 0.0329
H 3.98607 0.75697 -1.37310 0.0697
H 2.63057 1.90465 -1.10064 0.0872
H 2.66795 0.81835 -2.49483 0.0846
H 2.64596 -0.89077 -0.44622 0.1275
H -0.82995 -1.15518 0.22317 0.0745
H 0.44297 -1.27859 1.38807 0.0841
H 0.62580 -2.09705 -0.12791 0.0701
C -3.31634 1.13262 -0.52281 -0.0839
N -4.51138 1.93369 -0.26991 0.0165
C -5.19105 2.02560 0.89269 -0.5507
C -4.84654 1.03208 1.97808 0.0011
O -6.07224 2.85578 1.04510 0.0287
H -3.59174 0.11654 -0.80918 0.0803
H -2.65580 1.13244 0.34338 0.0546
H -2.71973 1.61657 -1.29393 0.0819
H -4.72752 2.57562 -1.01220 0.1332
H -5.74299 0.62987 2.44945 0.0823
H -4.26838 1.52561 2.76243 0.0637
H -4.32253 0.14022 1.62899 0.0610
```

Results
Total energy ... -40574.399 eV
E_HOMO ... -8.905 eV
Frontier orbital gap ... 9.05 eV
SMILES ... CNC(C)=O.CNC(C)=O.CNC(C)=O.CNC(C)=O.CNC(C)=O.CNC(C)=O
Energy relative to the best compared isomer or geometry (same formula, charge and spin) ... 29.4 kcal per mole
Total charge ... 0



# 4
C9H14 | the ωB97M-V functional and the def2-TZVPD basis

```
23
Properties=species:S:1:pos:R:3:lowdin_charge:R:1
C 0.24243 -1.14752 2.00741 -0.0491
C 0.16758 -0.95609 0.51845 -0.2891
C 1.23355 -0.42507 -0.20905 -0.0626
C 1.21637 -0.41618 -1.59921 -0.0992
C 0.14457 -0.89960 -2.32148 -0.0960
C -0.92206 -1.42401 -1.60008 -0.0892
C -0.90971 -1.43194 -0.20979 -0.0625
H -0.54230 -1.75812 2.45535 0.0766
H 0.10071 -0.20047 2.53434 0.0572
H 1.21368 -1.59273 2.23814 0.0846
H 2.02587 0.11266 0.29696 0.1105
H 2.01641 0.13623 -2.07362 0.0998
H 0.09372 -0.79520 -3.39953 0.1008
H -1.76694 -1.89035 -2.09160 0.0994
H -1.76402 -1.86504 0.29203 0.1069
C -0.35832 2.55348 1.87285 -0.1714
C -0.68214 2.90000 0.42629 -0.1749
H -1.20734 2.07503 2.34080 0.0647
H 0.58089 1.98201 1.89702 0.0519
H -0.01309 3.47332 2.34804 0.0614
H -0.91091 2.00817 -0.17619 0.0540
H -1.53619 3.57987 0.36299 0.0624
H 0.17181 3.30674 -0.12119 0.0639
```

Results
Total energy ... -9559.828 eV
E_HOMO ... -9.059 eV
Frontier orbital gap ... 10.09 eV
SMILES ... Cc1ccccc1.CC
Energy relative to the best compared isomer or geometry (same formula, charge and spin) ... 8.1 kcal per mole
Total charge ... 0